{"formula": "C3H11N3O", "method": "ωB97M-V/def2-TZVPD", "symbols": ["N", "C", "O", "H", "H", "H", "H", "C", "N", "C", "N", "H", "H", "H", "H", "H", "H", "H"], "coordinates": [[-2.149552, -0.642235, 1.690837], [-1.431715, -1.614303, 0.817005], [-0.911499, -0.977070, -0.250770], [-2.796390, -0.139103, 1.092929], [-2.746477, -1.161689, 2.336973], [-0.662512, -2.058051, 1.472006], [-2.107290, -2.439492, 0.506176], [1.655804, -0.518300, -1.832490], [1.530227, 0.749561, -1.105441], [0.821694, 0.873194, -0.021824], [0.655279, 2.026651, 0.611738], [2.709022, -0.776698, -1.895749], [1.211773, -0.391876, -2.816289], [1.064452, -1.254585, -1.297632], [2.138020, 1.488762, -1.449060], [0.111366, -0.009089, 0.258949], [1.100102, 2.871327, 0.305087], [-0.027389, 2.052567, 1.336885]], "atomic_forces_ev_per_a": [[-0.27, -0.16, 0.24], [-0.20, 0.03, 0.01], [0.35, 0.12, -0.06], [0.00, 0.03, -0.18], [0.17, 0.14, 0.06], [0.09, -0.21, 0.14], [-0.01, 0.06, 0.09], [-0.26, 0.27, 0.22], [0.89, 0.02, -0.25], [-0.64, 0.45, 0.49], [0.68, -0.40, -0.55], [0.01, -0.18, -0.10], [0.14, -0.07, -0.14], [-0.02, -0.15, 0.05], [-0.40, 0.11, 0.17], [-0.23, -0.45, -0.66], [-0.05, 0.33, 0.05], [-0.24, 0.07, 0.41]], "mulliken_charge": [-0.61, -0.42, -0.81, 0.22, 0.23, 0.23, 0.29, -0.73, -0.18, 0.34, -0.33, 0.30, 0.27, 0.31, 0.23, 0.20, 0.19, 0.27], "de_lowest_kcal_mol": 63.89, "total_charge": 0, "lumo_ev": 0.47, "mol_weight_g_mol": 105.14, "e_tot_ev": -9805.2305, "homo_energy_ev": -7.0236, "homo_lumo_gap_ev": 7.50}